No. 1
The following is a DFT calculation (ωB97M-V/def2-TZVPD) of C37H44BrClLuO14P as an isolated structure at a distorted geometry.

Properties
* net charge: -2
* lowest unoccupied orbital energy: 4.106 eV
* HOMO-LUMO gap: 6.768 eV

Last column: Löwdin charge in e.
Atoms and positions in Å:
1 Lu -14.549269 8.785062 -8.387829  1.58
2 O -16.702956 11.543340 -4.157511  0.04
3 C -17.295471 12.585354 -4.568535  -0.10
4 O -17.760532 11.618747 -9.870386  -0.08
5 C -16.374655 13.610735 -5.059784  -0.23
6 O -14.917742 13.417071 -5.156343  -0.15
7 C -14.341216 12.188065 -5.636101  -0.11
8 C -15.015035 11.580289 -6.811727  -0.62
9 O -16.218256 11.777606 -7.090786  0.00
10 O -14.318031 10.709096 -7.397112  -0.18
11 H -17.377018 10.887929 -3.891705  0.11
12 H -16.721788 14.078327 -6.005785  0.11
13 H -16.406802 14.401126 -4.290308  0.11
14 H -13.371213 12.539201 -5.954834  0.13
15 H -14.309145 11.461622 -4.866559  0.11
16 O -18.767210 8.260692 -8.913180  -0.31
17 Cl -17.732411 7.418586 -9.318420  0.69
18 O -17.430479 6.345372 -8.442093  -0.30
19 O -18.071470 6.886530 -10.619855  -0.32
20 O -16.482122 8.307666 -9.345415  -0.53
21 O -9.944857 6.603895 -12.263025  0.07
22 C -10.816282 7.009910 -11.489953  -0.22
23 C -10.770940 8.285943 -10.561736  -0.30
24 O -9.852387 9.079113 -10.569991  0.06
25 C -12.054332 8.360985 -9.949633  -0.40
26 C -12.850450 7.268619 -10.338753  -0.39
27 O -14.037407 7.146389 -9.896602  -0.15
28 C -12.159084 6.347802 -11.210541  -0.26
29 O -12.599999 5.295802 -11.760160  0.03
30 O -12.543717 9.287215 -9.200129  -0.24
31 Br -12.455378 7.322509 -6.922892  0.92
32 C -13.526429 6.623551 -5.448083  -0.52
33 C -12.961228 5.788162 -4.563210  -0.17
34 C -13.710825 5.232571 -3.571639  -0.14
35 C -15.022169 5.535656 -3.420228  -0.05
36 C -15.556494 6.542109 -4.270314  -0.15
37 C -16.937937 7.006781 -3.993813  -0.04
38 C -17.432449 7.979153 -4.789052  -0.12
39 C -16.737546 8.394671 -5.939714  -0.14
40 C -15.457052 7.947432 -6.271489  -0.17
41 C -14.851596 7.057635 -5.352631  -0.27
42 H -11.929055 5.402381 -4.626047  0.11
43 H -13.216245 4.491025 -2.934297  0.10
44 H -15.604683 5.149601 -2.566909  0.11
45 H -17.368448 6.692864 -3.057143  0.09
46 H -18.460013 8.235926 -4.736261  0.09
47 H -17.343507 8.859958 -6.747155  0.09
48 C -16.022741 8.178553 -14.215278  -0.16
49 C -14.583478 8.386323 -13.644621  -0.17
50 C -14.501923 9.280284 -12.377158  -0.22
51 C -15.523587 10.497947 -12.455812  -0.41
52 C -16.919670 9.872050 -12.489732  -0.22
53 C -16.919407 8.460681 -12.961845  -0.22
54 P -15.244807 11.282322 -10.819285  1.20
55 C -16.774237 12.483544 -10.514633  -0.51
56 C -17.501277 13.070150 -11.765618  -0.12
57 C -18.072362 14.544004 -11.555848  -0.21
58 C -18.669955 14.691127 -10.205518  -0.22
59 C -17.663141 14.399305 -9.064001  -0.18
60 C -16.390233 13.705934 -9.579929  -0.17
61 C -13.866674 12.630020 -11.103338  -0.38
62 C -14.117289 13.458433 -12.382997  -0.24
63 C -12.960386 13.567113 -13.317300  -0.23
64 C -11.791189 14.183842 -12.548937  -0.18
65 C -11.471000 13.260338 -11.294970  -0.18
66 C -12.445354 12.093166 -11.161316  -0.23
67 H -16.193585 7.136886 -14.427918  0.09
68 H -16.287923 8.761714 -15.114968  0.10
69 H -13.895946 8.823121 -14.383570  0.10
70 H -14.081487 7.400510 -13.330106  0.13
71 H -13.453828 9.627391 -12.275754  0.10
72 H -14.658054 8.769983 -11.465247  0.04
73 H -15.360760 11.116057 -13.307697  0.09
74 H -17.645957 10.475133 -13.046629  0.11
75 H -17.196202 9.894643 -11.453755  0.07
76 H -17.966633 8.206835 -13.153205  0.11
77 H -16.570360 7.780939 -12.198227  0.09
78 H -17.541616 11.515257 -8.955283  0.05
79 H -18.256655 12.339882 -12.031808  0.10
80 H -16.803405 13.154223 -12.659923  0.10
81 H -18.683521 14.848921 -12.389961  0.09
82 H -17.205604 15.282912 -11.609023  0.12
83 H -19.573393 14.109516 -10.152642  0.10
84 H -18.896835 15.786251 -10.098318  0.11
85 H -18.078620 13.648342 -8.364255  0.11
86 H -17.509612 15.326242 -8.560332  0.09
87 H -15.738493 13.601708 -8.708814  0.10
88 H -15.907956 14.413173 -10.275665  0.09
89 H -13.836245 13.340421 -10.308560  0.09
90 H -14.380882 14.500375 -12.141435  0.11
91 H -14.977000 13.120206 -12.902675  0.05
92 H -13.241759 14.305932 -14.129617  0.13
93 H -12.656809 12.621910 -13.670781  0.09
94 H -12.027415 15.201126 -12.324945  0.08
95 H -10.895635 14.148608 -13.202144  0.10
96 H -11.438444 13.860797 -10.381705  0.10
97 H -10.446693 12.879087 -11.377427  0.10
98 H -12.114424 11.456462 -10.317406  0.11
99 H -12.311844 11.432555 -12.061820  0.11

Cartesian forces (eV/Å) of the 6 atoms listed first:
Lu -0.5743 0.0883 -0.1501
O 0.6593 -1.9158 0.7232
C -1.5502 1.5084 -0.8457
O -0.0914 0.9666 -1.5314
C 1.9149 0.7617 -0.3293
O -0.8864 -0.2812 0.2198

No. 2
The following is a DFT calculation (ωB97M-V/def2-TZVPD) of one molecule with the formula C3H5NO3.

Properties
* SMILES: NC(=O)COC=O
* lowest unoccupied orbital energy: 0.867 eV
* HOMO-LUMO gap: 10.890 eV

Last column: Löwdin charge in e.
Atoms and positions in Å:
1 N 0.079636 0.419500 1.806132  0.14
2 C -0.593380 -0.112906 0.719186  -0.57
3 O -1.792106 -0.252927 0.631977  0.09
4 C 0.421606 -0.819226 -0.153586  -0.09
5 O 0.177787 -0.658333 -1.566753  0.01
6 C -0.078170 0.631979 -1.814830  -0.30
7 O -0.217711 1.465186 -0.953033  0.08
8 H 0.703428 1.193807 1.611326  0.11
9 H -0.510106 0.542718 2.608283  0.10
10 H 1.428892 -0.443888 0.034772  0.13
11 H 0.365296 -1.863309 0.183804  0.15
12 H -0.109642 0.898815 -2.874775  0.15

Cartesian forces (eV/Å) of the 6 atoms listed first:
N -0.2059 0.1204 0.3863
C -0.1281 -0.4413 0.4252
O 0.5555 -0.1245 0.1165
C 0.0854 -0.0189 -0.2808
O -0.1899 0.0963 0.2989
C 0.0191 0.5183 0.2030

No. 3
The following is a DFT calculation (ωB97M-V/def2-TZVPD) of one molecule with the formula C6H10.

Properties
* lowest unoccupied orbital energy: 1.087 eV
* HOMO-LUMO gap: 9.270 eV

Last column: Löwdin charge in e.
Atoms and positions in Å:
1 C -0.951408 -0.760608 1.496515  -0.07
2 C -0.523197 0.372423 0.570726  -0.33
3 C 0.989625 0.755162 0.517529  -0.11
4 C 0.965969 0.553950 -1.012789  -0.35
5 C 1.022913 -0.857154 -1.457740  0.03
6 C -0.512423 0.090001 -0.957426  -0.17
7 H -0.785999 -0.486595 2.547933  0.08
8 H -2.017473 -0.997420 1.369280  0.08
9 H -0.366889 -1.666662 1.286931  0.08
10 H -1.136512 1.266634 0.748086  0.14
11 H 1.203311 1.776734 0.855025  0.11
12 H 1.653895 0.047281 1.027877  0.11
13 H 1.214902 1.373578 -1.690780  0.14
14 H -0.364316 -1.095377 -1.063734  0.10
15 H 0.851364 -0.830495 -2.557568  0.05
16 H -1.243763 0.458555 -1.679868  0.13

Cartesian forces (eV/Å) of the 6 atoms listed first:
C 0.0213 0.0113 -0.0375
C 0.0017 0.0063 -0.0210
C -0.0399 -0.0357 -0.0225
C -0.0350 0.0293 -0.0423
C -0.1681 0.4652 -0.1290
C 0.0973 -0.1140 -0.0091

No. 4
The following is a DFT calculation (ωB97M-V/def2-TZVPD) of a 5-piece molecular cluster, C20H40N3O6 overall at a distorted geometry.

Properties
* net charge: -3
* lowest unoccupied orbital energy: 4.099 eV
* HOMO-LUMO gap: 1.620 eV

Last column: Löwdin charge in e.
Atoms and positions in Å:
1 N -0.383824 2.119105 -1.659442  0.27
2 H 0.296466 1.392325 -1.829992  0.10
3 H 0.017226 2.782615 -1.012102  0.11
4 H -1.331124 1.827135 -1.465842  0.13
5 H -0.474354 2.672765 -2.499292  0.13
6 C -5.670804 5.857585 -4.606552  -0.05
7 C -4.901224 4.746935 -4.110092  -0.44
8 C -5.588014 3.654885 -3.247802  -0.37
9 O -5.013534 2.600315 -2.920222  -0.09
10 C -6.962074 4.001715 -2.821132  -0.04
11 C -7.695104 5.075945 -3.294402  -0.40
12 C -7.001354 5.975085 -4.259122  -0.41
13 O -7.450754 7.144595 -4.574132  -0.14
14 O -8.904924 5.255765 -2.798702  -0.16
15 O -3.721854 4.615175 -4.355452  -0.06
16 H -5.162524 6.664835 -5.112922  0.08
17 H -7.369554 3.296855 -2.111532  0.07
18 O 0.442166 5.797965 0.944308  -0.41
19 C -0.140884 6.214885 2.154438  -0.48
20 C -1.687374 5.975445 2.481668  -0.42
21 O -2.726114 6.818725 1.904738  -0.40
22 H 0.043646 7.282855 2.270568  0.06
23 H 0.472416 5.841135 2.974368  0.04
24 H -1.695604 6.164645 3.555088  0.04
25 H -2.022984 4.967585 2.237338  0.05
26 C 0.040606 -1.528085 3.878838  -0.10
27 C 0.111686 -3.058605 3.952378  -0.22
28 N 1.459496 -3.490525 4.445108  -0.20
29 C 1.918046 -2.967135 5.695968  -0.25
30 C 2.881146 -1.767065 5.358068  -0.09
31 C 1.436016 -4.947175 4.345308  -0.27
32 C 2.880266 -5.596715 4.488338  -0.08
33 H 0.303266 -1.124865 4.856858  0.05
34 H -0.904714 -1.178055 3.464158  0.07
35 H 0.732696 -0.994565 3.227328  0.06
36 H -0.603034 -3.585175 4.584818  0.11
37 H -0.093054 -3.461895 2.960648  0.10
38 H 1.175426 -2.360975 6.214798  0.10
39 H 2.357216 -3.680365 6.393498  0.10
40 H 2.394796 -1.033905 4.714608  0.05
41 H 3.181106 -1.148935 6.204248  0.06
42 H 3.839836 -2.103955 4.963708  0.06
43 H 1.063596 -5.254615 3.368118  0.10
44 H 0.713526 -5.454425 4.984688  0.10
45 H 3.262536 -5.228895 5.440538  0.04
46 H 3.521766 -5.276485 3.667328  0.06
47 H 2.902906 -6.685815 4.450718  0.06
48 C 1.737336 -4.146965 -3.999112  -0.09
49 C 1.006706 -3.175655 -3.011342  -0.19
50 N 1.857736 -1.960705 -2.643572  -0.20
51 C 2.482066 -1.105315 -3.657272  -0.29
52 C 1.500056 -0.800815 -4.796262  -0.08
53 C 2.905676 -2.309095 -1.707302  -0.28
54 C 3.814436 -1.119485 -1.088042  -0.10
55 H 0.942086 -4.642115 -4.556332  0.06
56 H 2.489996 -4.799975 -3.557322  0.06
57 H 2.223936 -3.775395 -4.900912  0.05
58 H 0.064306 -2.743425 -3.347742  0.10
59 H 0.736696 -3.658205 -2.072012  0.10
60 H 2.993946 -0.266285 -3.185992  0.08
61 H 3.334976 -1.658195 -4.050942  0.10
62 H 1.834496 0.051965 -5.387032  0.07
63 H 1.509606 -1.766705 -5.301292  0.05
64 H 0.472766 -0.544485 -4.537302  0.07
65 H 3.621456 -3.064785 -2.030882  0.10
66 H 2.382526 -2.764285 -0.866352  0.09
67 H 4.544446 -0.807895 -1.835092  0.05
68 H 4.318206 -1.533855 -0.214762  0.06
69 H 3.283486 -0.226965 -0.756972  0.05

Cartesian forces (eV/Å) of the 6 atoms listed first:
N 0.2169 0.8758 -0.9518
H 0.0211 -0.7606 0.0523
H -0.1265 0.5791 1.3489
H -0.4792 -0.3648 0.7248
H -0.1099 0.3717 -0.8829
C 1.0675 -3.3522 0.9295

No. 5
The following is a DFT calculation (ωB97M-V/def2-TZVPD) of one molecule with the formula C4H6N4 at a distorted geometry.

Properties
* SMILES: N[C@H]1Cc2[nH]nnc21
* lowest unoccupied orbital energy: 0.683 eV
* HOMO-LUMO gap: 9.585 eV

Last column: Löwdin charge in e.
Atoms and positions in Å:
1 N 2.056929 -0.839696 -0.253704  -0.04
2 C 0.929424 -0.233019 0.553777  -0.34
3 C 0.564370 1.134354 0.132614  -0.09
4 C -0.943368 0.700447 -0.027562  -0.12
5 N -2.225406 0.443472 -0.117687  -0.01
6 N -2.548350 -0.819777 0.011111  -0.02
7 N -1.411389 -1.521054 0.158048  0.07
8 C -0.495447 -0.622527 0.177167  -0.31
9 H 2.112020 -0.464166 -1.339691  0.13
10 H 2.192804 -1.936684 -0.396348  0.11
11 H 1.224515 -0.360711 1.677615  0.17
12 H 0.778464 1.296489 -0.938290  0.10
13 H 0.823119 2.139150 0.681417  0.14
14 H -3.057681 1.083717 -0.318463  0.19

Cartesian forces (eV/Å) of the 6 atoms listed first:
N 0.9706 -0.6488 -3.5647
C 1.7671 -3.7889 0.3904
C -0.9270 5.0547 -1.2057
C 2.2142 -3.2240 1.1919
N -3.6509 3.7387 -0.6325
N 0.2579 -2.2589 -0.6092

Taking the records one at a time from the top gives relative energy (zero: lowest compared OMol25 entry of this formula, charge and spin) values of 709.47; 117.30; 402.21; 500.45; 485.81 kJ/mol.